C9H27BeClFIN5O6P as an isolated structure at a distorted geometry. Source: the Open Molecules 2025 dataset; level of theory: wB97M-V/def2-TZVPD.

Summary:
Energy: -2297.857494 hartree
Orbital gap: 1.6 eV
Max |F|: 2.29 eV/Å

CARTESIAN COORDINATES (ANGSTROEM)
C 0.89240 3.01084 1.24413
N 0.28351 2.32254 0.08555
C -0.61646 1.29426 0.43373
N -1.68053 1.58102 1.34241
C -2.78153 2.36801 0.70113
C -2.74292 3.86397 1.04099
O -1.68279 4.36866 1.40521
O -3.85071 4.39514 0.86739
P -2.33787 0.03305 1.78540
O -1.59982 -1.09462 0.61627
I -1.10073 -0.56312 3.77244
H 1.96736 2.84806 1.24177
H 0.71816 4.07226 1.17015
H 0.50221 2.66386 2.19109
H 1.04206 1.87391 -0.41050
H -1.01793 0.89867 -0.51948
H -0.12659 0.42858 0.99514
H -3.72300 1.98819 1.08191
H -2.80616 2.22887 -0.37777
H -2.23733 -1.23009 -0.10241
C -7.21709 4.25369 -0.39314
O -7.24929 3.37749 0.53160
N -8.33504 4.48136 -1.11947
N -6.12026 4.93960 -0.67208
H -8.38047 5.15173 -1.86335
H -9.15428 3.95172 -0.88442
H -5.26685 4.76716 -0.12002
H -6.09074 5.62352 -1.40613
Be -0.08571 -0.80434 0.04090
F -7.51320 4.57676 1.94613
O 1.09202 -3.81107 0.84466
H 1.36631 -4.59829 0.36436
H 0.53672 -4.15796 1.55098
Cl 2.46228 -4.80789 2.89751
C 5.57557 -1.98431 -1.45146
C 4.94038 -2.72773 -0.28900
C 4.85259 -4.23388 -0.44450
O 3.80532 -4.55973 -1.34164
C 4.20117 -4.97119 -2.64662
N 3.49118 -2.31261 -0.12836
H 4.96396 -2.04149 -2.35355
H 5.71364 -0.92832 -1.21376
H 6.55405 -2.40413 -1.67262
H 5.45511 -2.46560 0.63362
H 4.56764 -4.60460 0.54835
H 5.78931 -4.71484 -0.72455
H 5.17047 -5.47038 -2.62963
H 4.24015 -4.11970 -3.33149
H 3.45166 -5.66966 -3.01066
H 3.33788 -1.31182 -0.23014
H 3.10139 -2.62084 0.78188
H 2.94828 -2.81476 -0.84211



C9H27ClMgN7O5 as an isolated structure at a distorted geometry. Source: the Open Molecules 2025 dataset; level of theory: wB97M-V/def2-TZVPD.

Summary:
Energy: -1778.237608 hartree
Orbital gap (alpha / beta): 3.1 / 3.1 eV
Spin multiplicity: 2
⟨S²⟩: 0.754
Total charge: +2
Max |F|: 5.52 eV/Å

CARTESIAN COORDINATES (ANGSTROEM)
Mg 2.94181 -0.57152 2.95894
Cl 0.70741 -0.89662 2.99378
C -0.41535 -4.92252 5.21087
O -0.12862 -5.59262 4.22859
N -1.00938 -5.35052 6.29730
N -0.41579 -3.61422 5.21959
H -1.14144 -4.78898 7.12635
H -1.23471 -6.32648 6.42707
H -0.12647 -3.21634 4.33749
H -0.78433 -3.14449 6.03424
C -3.21730 -0.26414 4.24717
O -4.35727 -0.03966 4.64974
N -2.57599 -1.38244 4.43236
N -2.51892 0.49645 3.48961
H -3.09678 -2.12900 4.87001
H -1.58675 -1.43977 4.23690
H -1.59176 0.12466 3.34044
H -2.80483 1.43522 3.25075
C 1.54204 -3.70101 0.11305
O 2.21875 -2.77911 -0.25317
N 1.54473 -4.93146 -0.33353
N 0.67303 -3.55409 1.07006
H 0.99342 -5.62665 0.14903
H 2.14815 -5.06292 -1.13272
H 0.57041 -2.60533 1.40089
H -0.02467 -4.24101 1.31792
C -0.29061 0.71244 -0.23955
O 0.26869 1.57586 -1.25209
C 0.89008 0.90251 -2.34566
C 1.51306 1.82334 -3.33045
N 0.57564 2.73475 -4.02316
C 1.31181 3.49189 -5.02577
C 0.27661 4.45783 -5.58902
O 0.11485 5.51193 -4.63493
C 0.17344 6.80251 -5.23308
H -1.08713 0.15624 -0.73382
H -0.81199 1.19933 0.58458
H 0.46869 0.04171 0.16256
H 0.15972 0.24838 -2.82189
H 1.58701 0.16860 -1.94097
H 2.01469 1.14086 -4.01651
H 2.23881 2.45000 -2.81211
H 0.29004 3.41147 -3.32991
H 1.59864 2.99502 -5.95257
H 2.12085 4.10612 -4.63045
H -0.66061 3.92474 -5.74874
H 0.47761 4.78845 -6.60804
H -0.15019 7.60516 -4.57042
H -0.56608 6.79694 -6.03382
H 1.17696 7.07851 -5.55690



A 8-piece molecular cluster, C9H28FN4O9 overall at a distorted geometry. Source: the Open Molecules 2025 dataset; level of theory: wB97M-V/def2-TZVPD.

Summary:
Energy: -1355.162089 hartree
Orbital gap: 3.3 eV
Total charge: +1
Max |F|: 3.18 eV/Å

CARTESIAN COORDINATES (ANGSTROEM)
N -9.07512 19.10053 -1.39639
H -8.68901 19.87066 -0.86921
H -8.57883 19.00645 -2.27100
H -10.02893 19.37995 -1.57599
H -9.17922 18.28367 -0.81158
N -13.95576 13.40855 -3.14155
H -13.35429 13.26066 -2.34376
H -14.93799 13.30763 -2.92910
H -13.77515 12.90290 -3.99700
H -13.75841 14.38297 -3.31948
N -15.60496 17.30792 0.77202
H -14.89248 16.63848 1.02562
H -15.13497 18.08566 0.33119
H -15.85668 17.74793 1.64560
H -16.33871 16.88923 0.21848
N -17.32218 19.48060 -5.35535
H -16.32409 19.34223 -5.42462
H -17.79098 18.75988 -4.82536
H -17.80737 19.61119 -6.23150
H -17.34548 20.24029 -4.69021
C -21.56584 13.52094 -2.96038
C -20.10622 13.75740 -2.61305
O -19.39953 12.84179 -2.19824
O -19.63461 14.93242 -2.62613
H -22.16852 14.39531 -2.71470
H -21.86465 12.68296 -2.33061
H -21.47766 13.22494 -4.00570
C -13.37319 24.33724 -0.80214
C -13.98239 23.28135 -1.65650
O -14.74765 23.63563 -2.59851
O -13.70984 22.05523 -1.41427
H -12.39333 24.07716 -0.40173
H -13.87923 24.48820 0.15140
H -13.24269 25.34124 -1.20594
C -9.66090 13.51916 3.73779
C -10.65019 14.30322 2.91850
O -11.56206 13.67869 2.29105
O -10.47920 15.54199 2.77358
H -9.99151 13.19431 4.72432
H -8.74591 14.04012 4.01976
H -9.35452 12.55871 3.32336
C -15.34354 19.65110 8.63115
C -16.43535 19.14975 7.70804
O -15.98009 19.63003 6.47260
C -15.24393 20.72311 6.74478
O -15.15621 21.64733 6.02090
O -14.73927 20.67406 7.96833
F -17.56055 19.79850 8.15308
H -14.60706 18.89362 8.89930
H -15.70189 19.99680 9.60078
H -16.69159 18.15095 8.06134



C9H28O7V as an isolated structure at a distorted geometry. Source: the Open Molecules 2025 dataset; level of theory: wB97M-V/def2-TZVPD.

Summary:
Energy: -1830.189207 hartree
ΔE to the lowest compared entry with this formula, charge and spin: 0.0 kJ/mol
Orbital gap: 9.9 eV
Total charge: +1
Max |F|: 3.20 eV/Å

CARTESIAN COORDINATES (ANGSTROEM)
O -1.80455 1.57581 0.57757
V -1.20345 0.25190 -0.16290
O -0.05035 0.76682 -1.08215
O -1.03749 -1.88498 -0.92786
H -1.69070 -2.50235 -1.25710
H -0.19717 -2.26672 -1.18154
O -3.06618 -0.85222 0.67864
H -3.37902 -0.59430 1.54573
H -3.67093 -1.53991 0.40008
C 2.85309 -0.01877 -0.32080
C 3.51171 -0.96585 0.69207
C 4.63891 -0.31777 1.50493
O 2.47775 -1.46885 1.56780
H 3.63336 0.49521 -0.88215
H 2.22823 0.70782 0.19854
H 2.17470 -0.55780 -0.98210
H 3.95369 -1.83249 0.20046
H 5.12694 0.46677 0.92664
H 5.36313 -1.06866 1.82079
H 4.33513 0.11663 2.45736
H 2.89198 -2.15601 2.09489
C -1.90889 0.07149 -4.31870
C -2.45825 1.12072 -3.29842
C -3.71555 1.83897 -3.84492
O -2.66937 0.49221 -2.07648
H -2.39947 -0.88325 -4.12928
H -0.82148 0.09657 -4.38940
H -2.09467 0.33539 -5.35983
H -1.65619 1.85376 -3.21204
H -3.43544 2.17056 -4.84476
H -3.83699 2.74589 -3.25259
H -4.67242 1.33014 -3.72838
H -3.29287 -0.21490 -2.25771
C 0.36190 -0.78335 3.92980
C 0.05110 0.29244 2.82535
C 0.88459 1.51614 2.88265
O 0.11284 -0.37230 1.55142
H 1.43023 -0.91329 4.10266
H -0.05515 -1.75329 3.65890
H -0.05509 -0.58636 4.91744
H -1.01750 0.50109 2.87690
H 1.76174 1.45027 2.23891
H 1.11776 1.75610 3.92003
H 0.30568 2.35922 2.50560
H 0.97469 -0.77851 1.43394



C9H30AgKN12O10 as an isolated structure at a distorted geometry. Source: the Open Molecules 2025 dataset; level of theory: wB97M-V/def2-TZVPD.

Summary:
Energy: -2517.378875 hartree
Orbital gap (alpha / beta): 8.7 / 5.4 eV
Spin multiplicity: 2
⟨S²⟩: 0.757
Total charge: +1
Max |F|: 3.10 eV/Å

CARTESIAN COORDINATES (ANGSTROEM)
Ag -2.08535 0.42354 1.48669
K 3.81397 0.33251 -1.09861
C -0.06865 0.17690 -0.37904
O -0.54601 1.33723 -0.08564
O 1.12162 0.03778 -0.82214
O -0.78482 -0.79389 -0.04421
C 1.95457 4.67643 1.42235
C 2.11139 3.97550 0.08491
O 2.46930 2.58374 0.30533
H 1.70449 5.72456 1.25607
H 2.81494 4.51999 2.07416
H 1.14585 4.30724 2.06118
H 2.91094 4.41529 -0.50879
H 1.19168 3.82727 -0.48188
H 1.71579 2.02471 0.09356
C -3.84752 0.76150 -1.50202
O -3.67357 1.02047 -0.29893
N -3.01147 1.21305 -2.47756
N -4.77117 -0.10572 -1.93512
H -3.11425 0.96018 -3.44101
H -2.15993 1.65364 -2.18056
H -5.44696 -0.49027 -1.29939
H -4.78159 -0.35037 -2.90606
C 0.34852 0.28937 3.55694
O -0.79014 -0.07049 3.20763
N 1.23250 0.88459 2.74718
N 0.84474 0.03060 4.80403
H 1.09003 1.08580 1.77453
H 2.12499 1.12361 3.13606
H 1.71953 0.44275 5.05941
H 0.31450 -0.50203 5.46916
C 0.85195 3.09473 -3.37598
O 1.13407 3.92512 -4.21637
N -0.35724 3.06690 -2.69575
N 1.68794 2.10985 -2.94411
H -0.83173 3.95979 -2.74847
H -0.37098 2.67088 -1.77007
H 1.35316 1.40134 -2.31371
H 2.54820 1.98835 -3.45314
C -2.67972 -2.65148 2.40448
O -3.21888 -1.54839 2.26825
N -3.01765 -3.59339 3.32895
N -1.63568 -3.05799 1.61041
H -2.48591 -4.43938 3.32118
H -3.57897 -3.36516 4.12958
H -1.20920 -3.91960 1.88373
H -1.30364 -2.46960 0.86938
C 0.24489 -2.80381 -3.34734
O 0.42832 -3.55593 -4.29919
N 0.99035 -1.66218 -3.22393
N -0.64494 -3.00474 -2.34183
H 0.98322 -1.08592 -2.39238
H 1.73023 -1.60440 -3.90366
H -0.98504 -3.94931 -2.27428
H -0.69928 -2.32802 -1.60676
C 2.24446 -3.27650 1.10924
O 2.59025 -4.44079 1.31597
N 1.70476 -2.50682 2.10456
N 2.13396 -2.74179 -0.11969
H 1.33139 -3.00279 2.89347
H 1.39259 -1.58723 1.85886
H 1.51248 -1.96439 -0.25502
H 2.60875 -3.17285 -0.89461